[1]
Computed, not measured: C2H2NOS2 as an isolated structure in a non-equilibrium geometry, with ωB97M-V/def2-TZVPD.

```
8
C2H2NOS2 | OMol25 | ωB97M-V/def2-TZVPD
C -0.454 0.401 0.310
C 2.015 -0.163 -0.028
N 0.848 -0.293 -0.102
O -0.695 1.455 -0.250
S -2.203 -1.053 -0.069
S 3.574 -0.173 0.081
H -0.623 0.409 1.477
H -2.463 -0.583 -1.419
```

Computed properties:
Energy above the lowest of the compared OMol25 structures with the same formula, charge and spin, kcal per mole: 34.0
Frontier orbital gap, eV: 7.12
Charge: -1


[2]
Computed, not measured: C9H15AgO6 as an isolated structure in a non-equilibrium geometry, with ωB97M-V/def2-TZVPD.

```
31
C9H15AgO6 | OMol25 | ωB97M-V/def2-TZVPD
O -0.783 -2.116 -1.966
C -1.498 -1.315 -2.545
C -1.741 0.046 -1.983
O -1.271 0.063 -0.655
C -1.181 1.318 0.007
C 0.137 2.002 -0.232
O 0.319 2.189 -1.548
C 1.643 2.165 -2.057
H -2.820 0.271 -2.024
H -1.825 -1.493 -3.583
H -1.248 0.773 -2.649
H -1.271 1.092 1.077
H -2.019 1.968 -0.284
H 0.235 2.920 0.372
H 1.146 1.211 0.232
H 1.593 2.499 -3.098
H 2.296 2.831 -1.474
H 1.998 1.124 -2.031
O -1.464 -2.855 1.250
C -1.336 -2.542 2.521
C -0.470 -1.610 2.970
O 0.156 -0.850 1.972
C 1.549 -0.623 2.080
C 2.053 -0.401 0.675
O 1.587 -1.222 -0.185
Ag -0.386 -1.738 0.062
H -1.991 -3.038 3.250
H -0.354 -1.269 3.997
H 2.056 -1.497 2.522
H 1.756 0.268 2.696
H 3.133 -0.170 0.630
```

Computed properties:
2S+1: 2
Energy above the lowest of the compared OMol25 structures with the same formula, charge and spin, kcal per mole: 26.2
Frontier orbital gap (spin up / spin down), eV: 7.99 / 6.13
Charge: +1


[3]
Computed, not measured: C54H57AsN4Pt as an isolated structure in a non-equilibrium geometry, with ωB97M-V/def2-TZVPD.

```
117
C54H57AsN4Pt | OMol25 | ωB97M-V/def2-TZVPD
Pt -0.500 0.335 1.049
C 3.523 5.368 1.502
C 3.461 4.334 0.375
C 2.818 3.064 0.826
C 3.379 2.091 1.592
C 4.750 2.070 2.185
C 5.784 1.522 1.203
C 2.377 1.059 1.754
N 1.238 1.408 1.100
C 1.459 2.644 0.542
C 0.527 3.377 -0.141
C -0.766 2.933 -0.508
C -1.608 3.609 -1.428
C -1.304 4.902 -2.115
C -0.300 4.730 -3.259
C -2.728 2.809 -1.599
C -2.552 1.685 -0.740
C -3.502 0.683 -0.518
C -3.380 -0.375 0.363
N -2.272 -0.672 1.095
C -2.575 -1.775 1.852
C -1.709 -2.414 2.700
C -0.374 -2.044 2.951
N 0.279 -1.012 2.340
C 1.541 -0.984 2.876
C 2.534 -0.060 2.547
C 1.681 -2.009 3.855
C 0.469 -2.672 3.907
C 0.122 -3.809 4.816
C 0.639 -5.151 4.290
C 2.866 -2.202 4.744
C 2.885 -1.151 5.860
C -3.945 -2.173 1.605
C -4.443 -1.310 0.678
C -5.792 -1.299 0.035
C -5.738 -1.979 -1.334
C -4.608 -3.349 2.238
C -4.135 -4.655 1.595
N -1.338 1.769 -0.104
C -3.867 3.005 -2.551
C -4.981 3.927 -2.045
H 3.951 6.301 1.143
H 2.529 5.569 1.891
H 4.136 5.010 2.325
H 2.911 4.750 -0.469
H 4.472 4.115 0.028
H 5.040 3.084 2.460
H 4.751 1.474 3.099
H 5.884 2.196 0.355
H 6.753 1.431 1.690
H 5.482 0.546 0.830
H 0.795 4.368 -0.470
H -2.229 5.316 -2.520
H -0.908 5.620 -1.393
H -0.623 3.939 -3.932
H -0.219 5.652 -3.828
H 0.686 4.474 -2.882
H -4.439 0.787 -1.041
H -2.073 -3.273 3.237
H 3.499 -0.195 3.007
H 0.567 -3.620 5.796
H -0.959 -3.871 4.958
H 1.724 -5.149 4.219
H 0.344 -5.958 4.959
H 0.237 -5.358 3.301
H 2.827 -3.195 5.195
H 3.787 -2.131 4.161
H 1.988 -1.226 6.470
H 3.752 -1.289 6.503
H 2.925 -0.150 5.439
H -6.514 -1.819 0.669
H -6.145 -0.272 -0.085
H -5.435 -3.018 -1.230
H -6.714 -1.948 -1.813
H -5.014 -1.478 -1.972
H -4.390 -3.378 3.308
H -5.690 -3.262 2.128
H -3.054 -4.744 1.676
H -4.593 -5.513 2.081
H -4.400 -4.680 0.540
H -3.476 3.418 -3.485
H -4.291 2.027 -2.786
H -4.604 4.934 -1.882
H -5.776 3.968 -2.788
H -5.402 3.563 -1.111
C -0.827 -0.270 -6.624
C -0.303 -1.440 -6.101
C -0.145 -1.590 -4.733
C -0.516 -0.565 -3.876
C -1.056 0.603 -4.405
C -1.208 0.756 -5.773
As -0.277 -0.607 -1.901
C 0.675 -2.259 -1.572
C 0.101 -3.503 -1.380
C 0.888 -4.575 -0.987
C 2.242 -4.385 -0.752
C 2.825 -3.142 -0.932
C 2.050 -2.065 -1.352
C 2.517 -0.709 -1.642
C 3.835 -0.263 -1.665
C 4.127 1.029 -2.073
C 3.112 1.891 -2.455
C 1.795 1.468 -2.410
C 1.495 0.183 -2.001
H -0.938 -0.155 -7.693
H -0.016 -2.245 -6.763
H 0.268 -2.508 -4.330
H -1.368 1.393 -3.728
H -1.626 1.669 -6.177
H -0.964 -3.628 -1.558
H 0.444 -5.555 -0.862
H 2.850 -5.220 -0.432
H 3.881 -3.012 -0.736
H 4.641 -0.927 -1.387
H 5.154 1.365 -2.108
H 3.345 2.892 -2.792
H 0.988 2.130 -2.705
```

Computed properties:
Frontier orbital gap, eV: 5.81
Charge: 0


[4]
Computed, not measured: a 6-piece molecular cluster, C23H38B3IO18S2 overall in a non-equilibrium geometry, with ωB97M-V/def2-TZVPD.

```
85
C23H38B3IO18S2 | OMol25 | ωB97M-V/def2-TZVPD
C -3.634 8.168 5.265
C -2.428 7.319 4.478
S -0.737 7.829 5.108
C 0.643 7.249 3.966
B 0.995 5.640 4.089
O 1.230 4.921 5.391
B 2.428 4.048 5.259
S 3.952 4.301 6.390
O 2.404 2.994 4.212
B 1.239 3.350 3.368
I -0.390 2.013 2.757
O 1.155 4.769 2.872
H -4.529 7.478 5.597
H -3.163 8.661 6.245
H -4.017 9.093 4.615
H -2.549 7.441 3.298
H -2.560 6.151 4.677
H 0.457 7.526 2.820
H 1.623 7.828 4.324
H 5.035 3.689 5.682
C -3.452 1.915 -0.490
C -4.001 3.328 -0.501
C -3.550 4.118 -1.693
O -3.614 5.448 -1.215
C -3.368 5.378 0.126
O -3.083 6.332 0.826
O -3.475 4.088 0.577
H -3.671 1.420 0.462
H -3.881 1.322 -1.304
H -2.361 1.915 -0.599
H -5.094 3.312 -0.408
H -4.200 3.977 -2.560
H -2.515 3.910 -1.983
C 0.465 -1.445 -1.110
C -0.853 -1.218 -1.824
C -0.828 -1.671 -3.253
O -1.812 -0.848 -3.848
C -1.808 0.318 -3.137
O -2.327 1.355 -3.508
O -1.131 0.168 -1.954
H 0.461 -0.966 -0.126
H 0.663 -2.513 -0.984
H 1.297 -1.002 -1.670
H -1.674 -1.680 -1.261
H -1.077 -2.729 -3.362
H 0.128 -1.473 -3.751
C 3.495 -6.746 1.800
C 3.069 -5.677 0.813
C 3.901 -4.434 0.906
O 3.013 -3.440 0.432
C 1.759 -3.867 0.761
O 0.766 -3.163 0.752
O 1.770 -5.191 1.116
H 2.776 -7.572 1.812
H 4.483 -7.141 1.548
H 3.530 -6.348 2.820
H 3.053 -6.085 -0.205
H 4.804 -4.485 0.292
H 4.180 -4.177 1.934
C 7.926 -2.463 -3.175
C 6.848 -3.202 -2.407
C 7.306 -4.536 -1.899
O 6.094 -5.258 -1.811
C 5.282 -4.751 -2.785
O 4.266 -5.289 -3.186
O 5.770 -3.561 -3.258
H 7.516 -1.571 -3.661
H 8.742 -2.160 -2.512
H 8.341 -3.089 -3.973
H 6.453 -2.569 -1.603
H 7.799 -4.467 -0.925
H 7.966 -5.061 -2.598
C -5.532 -4.499 -2.343
C -6.080 -3.086 -2.354
C -5.630 -2.296 -3.546
O -5.693 -0.966 -3.069
C -5.448 -1.036 -1.727
O -5.163 -0.082 -1.027
O -5.555 -2.326 -1.276
H -5.751 -4.994 -1.391
H -5.961 -5.092 -3.157
H -4.441 -4.499 -2.452
H -7.173 -3.102 -2.261
H -6.280 -2.437 -4.414
H -4.594 -2.504 -3.836
```

Computed properties:
Frontier orbital gap, eV: 8.27
Charge: 0


[5]
Computed, not measured: a 5-piece molecular cluster, C18H42FN7O7S overall, with ωB97M-V/def2-TZVPD.

```
76
C18H42FN7O7S | OMol25 | ωB97M-V/def2-TZVPD
C 4.225 1.266 2.864
C 4.193 1.687 1.381
C 2.827 1.452 0.731
N 1.943 2.639 0.813
N 0.817 2.361 1.695
C -0.189 1.499 1.056
C -0.385 0.167 1.816
C -1.835 -0.125 2.084
N -2.517 0.637 3.060
O -2.402 -0.993 1.471
S 0.235 3.620 2.558
O -1.167 3.757 2.357
O 0.772 3.614 3.873
F 0.925 4.811 1.819
H 4.889 1.903 3.448
H 3.224 1.321 3.296
H 4.580 0.241 2.965
H 4.520 2.721 1.263
H 4.902 1.067 0.831
H 2.975 1.195 -0.315
H 2.371 0.607 1.249
H 2.489 3.371 1.252
H -1.133 2.015 0.894
H 0.207 1.268 0.067
H 0.162 0.235 2.757
H 0.033 -0.647 1.229
H -2.537 0.134 3.943
H -2.024 1.512 3.224
C -2.830 -4.800 0.412
N -3.064 -5.118 1.808
C -3.294 -6.492 2.210
C -3.055 -4.155 2.750
O -3.189 -4.352 3.945
H -3.682 -5.071 -0.208
H -1.942 -5.336 0.061
H -2.657 -3.731 0.313
H -4.266 -6.590 2.693
H -2.533 -6.815 2.921
H -3.262 -7.130 1.330
H -2.905 -3.150 2.325
C 7.145 4.851 -2.764
N 5.948 4.352 -2.119
C 5.010 5.292 -1.528
C 5.665 3.038 -2.047
O 4.671 2.581 -1.516
H 7.759 5.409 -2.054
H 6.887 5.510 -3.596
H 7.727 4.017 -3.148
H 4.897 5.096 -0.462
H 4.028 5.194 -1.993
H 5.380 6.303 -1.672
H 6.430 2.400 -2.521
C -4.237 0.446 -0.864
N -4.492 -0.829 -1.506
C -4.658 -0.886 -2.947
C -4.580 -1.972 -0.802
O -4.792 -3.070 -1.293
H -5.058 1.141 -1.054
H -3.311 0.887 -1.243
H -4.138 0.299 0.209
H -5.639 -1.287 -3.203
H -3.905 -1.537 -3.395
H -4.559 0.116 -3.357
H -4.434 -1.823 0.279
C -1.752 -3.396 -2.622
N -0.994 -2.188 -2.356
C -1.211 -1.016 -3.186
C -0.099 -2.105 -1.357
O 0.550 -1.105 -1.104
H -1.552 -3.758 -3.632
H -2.824 -3.210 -2.518
H -1.465 -4.167 -1.912
H -0.284 -0.720 -3.677
H -1.552 -0.178 -2.577
H -1.962 -1.247 -3.938
H -0.017 -3.032 -0.766
```

Computed properties:
Energy above the lowest of the compared OMol25 structures with the same formula, charge and spin, kcal per mole: 0.0
Frontier orbital gap, eV: 9.40
Charge: 0


[6]
Computed, not measured: C19H18IrN as an isolated structure, with ωB97M-V/def2-TZVPD.

```
39
C19H18IrN | OMol25 | ωB97M-V/def2-TZVPD
Ir 0.123 0.805 -0.941
C -0.883 -2.924 -2.422
C 0.377 -2.111 -2.681
C 1.017 -2.465 -4.046
C 0.157 -0.629 -2.663
C 1.268 0.272 -2.701
C 1.126 1.688 -2.725
C -0.149 2.276 -2.666
C -0.326 3.757 -2.617
C -1.268 1.390 -2.551
C -1.122 -0.018 -2.504
H -0.626 -3.981 -2.443
H -1.635 -2.759 -3.197
H -1.318 -2.719 -1.442
H 1.128 -2.318 -1.904
H 0.328 -2.259 -4.866
H 1.227 -3.533 -4.032
H 1.959 -1.947 -4.225
H 2.263 -0.156 -2.636
H 2.006 2.319 -2.668
H -0.242 4.133 -1.592
H -1.308 4.041 -2.992
H 0.448 4.243 -3.211
H -2.248 1.824 -2.380
H -1.988 -0.645 -2.327
N 0.046 0.034 8.832
C 0.018 0.052 7.671
C -0.005 0.085 6.271
C -0.802 1.068 5.613
C -0.815 1.107 4.250
C -0.037 0.164 3.517
C 0.754 -0.822 4.177
C 0.771 -0.863 5.540
C -0.062 0.193 2.101
C -0.080 0.219 0.868
H -1.378 1.766 6.208
H -1.407 1.837 3.716
H 1.326 -1.525 3.588
H 1.354 -1.597 6.080
```

Computed properties:
2S+1: 2
Frontier orbital gap (spin up / spin down), eV: 6.31 / 6.21
Charge: +3


[7]
Computed, not measured: C25H16ClN2O4PRhS2 as an isolated structure, with ωB97M-V/def2-TZVPD.

```
52
C25H16ClN2O4PRhS2 | OMol25 | ωB97M-V/def2-TZVPD
Rh -0.204 0.120 0.896
Cl -1.889 4.973 6.479
C -1.640 4.076 4.994
C -1.931 4.689 3.761
C -1.746 4.014 2.590
C -1.257 2.665 2.554
O -1.110 2.085 1.434
C -0.982 2.071 3.824
C -0.538 0.718 3.981
O -0.394 -0.151 3.122
C -1.172 2.798 5.019
H -2.303 5.706 3.753
H -1.963 4.480 1.637
H -0.319 0.425 5.023
H -0.949 2.320 5.966
O 3.601 1.927 1.145
C 2.660 1.212 0.847
O 1.644 0.937 1.589
C 2.658 0.536 -0.530
P 1.093 -0.346 -0.828
C 0.535 0.308 -2.431
C 0.109 -0.398 -3.547
C -0.404 0.275 -4.650
C -0.496 1.656 -4.648
C -0.071 2.371 -3.535
C 0.435 1.703 -2.437
C 1.608 -2.097 -0.835
C 2.354 -2.440 0.297
C 2.749 -3.746 0.512
C 2.398 -4.739 -0.396
C 1.657 -4.409 -1.516
C 1.264 -3.093 -1.738
H 3.485 -0.173 -0.567
H 2.833 1.281 -1.304
H 0.142 -1.474 -3.578
H -0.752 -0.292 -5.503
H -0.908 2.175 -5.504
H -0.154 3.450 -3.514
H 0.720 2.271 -1.557
H 2.591 -1.682 1.037
H 3.313 -3.993 1.402
H 2.692 -5.765 -0.221
H 1.359 -5.177 -2.218
H 0.661 -2.884 -2.606
S -1.969 0.084 -0.501
C -2.084 -1.614 -0.382
S -0.993 -2.031 0.856
C -2.839 -2.466 -1.164
C -2.774 -3.877 -0.973
N -2.710 -5.017 -0.807
C -3.672 -1.950 -2.199
N -4.340 -1.514 -3.033
```

Computed properties:
Energy above the lowest of the compared OMol25 structures with the same formula, charge and spin, kcal per mole: 41.7
Frontier orbital gap, eV: 7.25
Charge: -1


[8]
Computed, not measured: a 2-piece molecular cluster, C21H25NOS2 overall in a non-equilibrium geometry, with ωB97M-V/def2-TZVPD.

```
50
C21H25NOS2 | OMol25 | ωB97M-V/def2-TZVPD
C -4.461 0.579 3.808
C -3.663 -0.719 3.743
C -2.257 -0.514 4.297
N -1.607 0.587 3.600
C -0.333 0.495 3.106
S 0.551 -0.935 3.266
S 0.409 1.778 2.301
C -2.315 1.857 3.713
C -3.714 1.718 3.126
H -5.426 0.433 3.318
H -4.640 0.841 4.857
H -4.160 -1.514 4.308
H -3.580 -1.042 2.697
H -2.339 -0.267 5.369
H -1.652 -1.422 4.174
H -2.413 2.120 4.780
H -1.742 2.629 3.187
H -3.619 1.504 2.054
H -4.249 2.665 3.241
C -2.680 -3.482 -3.734
O -2.255 -3.524 -2.349
C -1.250 -2.688 -1.980
C -0.687 -2.884 -0.693
C 0.374 -2.114 -0.303
C 0.938 -1.107 -1.148
C 2.022 -0.351 -0.659
C 2.923 0.459 -1.391
C 3.745 1.379 -0.669
C 4.636 2.212 -1.317
C 4.748 2.190 -2.716
C 5.693 3.118 -3.411
C 3.985 1.265 -3.443
C 3.112 0.399 -2.806
C 0.320 -0.897 -2.418
C -0.745 -1.671 -2.830
H -3.360 -4.332 -3.808
H -3.210 -2.541 -3.958
H -1.833 -3.597 -4.432
H -1.118 -3.650 -0.052
H 0.791 -2.235 0.696
H 2.179 -0.406 0.418
H 3.639 1.409 0.418
H 5.267 2.906 -0.754
H 5.422 3.226 -4.464
H 5.692 4.107 -2.941
H 6.726 2.750 -3.373
H 4.095 1.239 -4.531
H 2.574 -0.344 -3.394
H 0.658 -0.107 -3.082
H -1.191 -1.524 -3.818
```

Computed properties:
Frontier orbital gap, eV: 3.19
Charge: 0